Here is C39H37I2KN8O7 as an isolated structure in a non-equilibrium geometry from the Open Molecules 2025 dataset. Energies are from ωB97M-V/def2-TZVPD.

Calculated values
Charge ... -2
Max |F| ... 1.8 eV/Å
Gap between HOMO and LUMO ... 5.831 eV
LUMO energy ... 3.47 eV
Calculated total energy ... -3668.4287 Eh

```
94
C39H37I2KN8O7 | the Open Molecules 2025 dataset | ωB97M-V/def2-TZVPD
I 4.37492 0.92269 -0.32036
I 3.65222 4.80889 4.24874
K 0.56522 -0.66491 -1.27976
O 1.46812 0.48389 -3.11046
O 2.21682 5.00939 1.01794
O 0.38492 4.32959 0.10034
O 1.78472 1.61159 -5.01946
O 6.03662 4.40989 -3.83126
O 1.38922 0.46909 0.44874
O 5.87562 5.69499 -2.11396
N -1.58398 1.45269 -2.32496
N -2.78898 -0.95981 -0.13336
N -0.37638 -2.90711 1.01324
N -0.96698 2.52239 -4.13986
N 5.44932 4.79929 -2.83166
N 1.59912 4.46169 0.11724
N -0.41698 -3.00181 -1.94186
N -1.14708 1.27209 1.62914
C -3.78108 1.19999 -0.08106
C 3.67972 2.80259 1.96934
C 3.54562 4.59649 -1.33646
C -0.44558 -2.81881 2.37134
C -0.58448 -3.49731 -3.15906
C -0.19148 1.10869 2.71154
C -0.86908 -3.86951 0.32234
C 2.46822 2.60089 -2.97326
C 0.70612 -2.30761 4.43904
C -2.28818 0.38139 1.78834
C 0.73812 -2.49111 3.06994
C -4.35308 0.98829 -1.32196
C 1.11352 1.78239 2.40844
C -0.89898 -3.94911 -1.08076
C -1.42768 2.77329 -2.02726
C 2.02602 -2.35631 2.31264
C 1.85172 1.43689 -3.79946
C 4.19752 4.20189 -2.50026
C 2.59312 -3.71911 1.91404
C -2.97358 -3.14541 2.40374
C -1.39678 -5.05791 -1.80806
C 3.62442 3.25969 -3.35766
C -1.33768 0.07549 -4.38526
C -1.65328 -2.66261 4.46364
C 2.33432 3.99799 -1.02026
C 1.84552 1.30889 1.26804
C -2.98538 0.20029 0.47274
C -3.52058 -4.54591 2.69224
C 2.88372 3.29309 2.98464
C -1.19028 -4.76821 -3.14056
C -3.34198 -1.16221 -1.31316
C 1.62882 2.75479 3.23004
C -0.48198 -2.39531 5.14814
C -1.28628 1.32209 -3.59036
C -4.13138 -0.22291 -1.95706
C -1.03298 3.45539 -3.13786
C 3.15772 1.83669 1.14944
C -1.65858 -2.88961 3.09444
C 1.83162 2.95769 -1.79536
H 0.96402 2.41129 -1.46506
H -4.55078 -0.43771 -2.92926
H -0.52508 2.64689 -5.03536
H -1.97278 -0.60841 2.15084
H 1.62452 -2.06991 4.96214
H -4.95718 1.76019 -1.78386
H -3.91658 2.13489 0.44094
H -4.49218 -4.68211 2.21814
H 2.72642 -4.35341 2.79284
H -0.48948 -2.23451 6.21884
H -0.62708 1.52039 3.63084
H 1.83642 -1.77511 1.40674
H -1.84488 -5.94331 -1.38346
H -0.81658 4.49229 -3.29776
H -1.58328 3.13629 -1.03196
H -3.70668 -2.40361 2.73814
H 2.75702 -1.82271 2.92824
H -3.14498 -2.13221 -1.74956
H -2.84598 -5.31071 2.31224
H -2.59128 -2.69981 5.00714
H -0.40638 -0.03771 -4.93406
H 1.90572 -4.21141 1.22994
H -0.25608 -2.94241 -4.02146
H 3.97292 5.34819 -0.69036
H 1.05352 3.09289 4.08104
H -2.83898 -3.00441 1.33064
H 4.67982 3.17339 1.81004
H 4.10572 3.03499 -4.29626
H -2.17058 0.10349 -5.09126
H -1.42188 -5.38141 -3.99646
H 0.02062 0.03789 2.89374
H -1.45678 -0.77081 -3.71956
H -3.63128 -4.70861 3.76434
H -0.65698 0.99519 0.77854
H -2.96918 0.82739 2.52784
H -1.24428 -4.77991 0.82214
H 3.55812 -3.59611 1.42334
```